Record 1
Here is C5H9N as an isolated structure at a distorted geometry from OMol25. Energies are from ωB97M-V with the def2-TZVPD basis set.

Calculated values
E = -6817.753 eV
largest force on an atom = 3.78 eV/A
energy relative to the best compared isomer or geometry (same formula, charge and spin) = 3.242 eV

Cartesian coordinates (Å):
C  0.779  -1.573  0.736
C  1.098  1.219  0.093
C  0.561  -1.045  -0.503
C  -1.083  0.069  -0.806
C  -1.919  0.590  0.078
N  0.519  0.301  -0.847
H  0.371  -1.714  -1.337
H  0.717  -2.640  0.874
H  1.183  -0.998  1.551
H  -1.430  -0.296  -1.765
H  0.666  1.198  1.107
H  0.939  2.229  -0.277
H  2.152  0.959  0.239
H  -2.945  0.778  -0.196
H  -1.609  0.925  1.053

Forces on atoms 1 to 3 (eV/Å):
0.591 0.248 -1.661
-0.477 0.261 0.906
1.693 -2.313 2.150

---

Record 2
Here is C16H25O3S2 as an isolated structure at a distorted geometry from OMol25. Energies are from ωB97M-V with the def2-TZVPD basis set.

Calculated values
E = -44799.532 eV
largest force on an atom = 10.63 eV/A
charge = -1
energy relative to the best compared isomer or geometry (same formula, charge and spin) = 3.663 eV

Cartesian coordinates (Å):
O  -0.841  -1.672  -0.362
H  -0.029  -1.134  -0.647
C  1.889  -0.959  1.859
S  1.124  -2.324  2.497
O  2.101  -3.386  2.793
C  0.534  -1.666  4.052
H  2.819  -0.784  2.531
H  1.323  -0.089  1.901
H  2.242  -1.201  1.016
H  0.297  -2.316  4.860
H  -0.209  -1.036  3.748
H  1.207  -0.828  4.354
C  -1.360  -1.675  -2.252
S  -0.270  -0.297  -2.155
O  0.168  0.078  -3.596
C  -1.551  0.820  -1.823
H  -2.343  -1.466  -2.843
H  -1.889  -1.909  -1.176
H  -0.867  -2.622  -2.421
H  -1.169  1.658  -1.123
H  -2.134  0.193  -1.207
H  -2.130  1.116  -2.671
C  -4.679  0.617  2.544
C  -4.008  -0.693  2.680
C  -2.640  -0.756  2.373
C  -1.834  0.280  1.795
C  -2.405  1.529  1.759
C  -3.862  1.759  2.093
H  -5.715  0.759  2.650
H  -4.460  -1.656  2.951
H  -2.089  -1.832  2.678
H  -0.877  0.146  1.517
H  -1.737  2.217  1.092
H  -4.453  2.641  2.079
C  2.322  0.532  -2.297
C  2.734  1.738  -1.529
C  3.615  2.599  -2.137
C  4.275  2.230  -3.365
C  3.954  1.047  -4.109
C  2.852  0.191  -3.584
H  1.635  -0.157  -1.754
H  2.306  1.959  -0.500
H  3.949  3.524  -1.652
H  5.070  2.826  -3.763
H  4.532  0.668  -4.982
H  2.599  -0.672  -3.877

Forces on atoms 1 to 3 (eV/Å):
4.693 1.143 7.148
-1.163 -1.741 2.258
1.926 2.187 7.508